C10H30Be2NO13 | ωB97M-V/def2-TZVPD

XYZ file:
```
56
Properties=species:S:1:pos:R:3:forces:R:3
Be -1.684007 -0.995134 2.140194 -1.22 3.74 -2.41
Be 0.829188 -2.410778 -3.786211 1.79 2.00 3.64
N 0.401801 -0.378644 -0.864087 -0.24 -1.34 0.06
O -0.413931 -0.731458 0.009423 -0.55 0.20 1.08
O 1.386819 0.284973 -0.651583 0.43 0.61 0.16
O 0.153875 -0.850939 -1.999467 0.02 -0.25 -2.26
C 2.882966 0.186754 2.648370 -2.55 2.06 -2.01
C 1.567130 0.570532 3.329417 0.58 -0.69 2.02
O 0.336840 0.427485 2.567296 -0.27 -1.20 0.00
O 2.976332 1.243041 1.650663 1.17 -0.02 0.23
H 2.755095 -0.720779 2.056144 0.44 -0.58 0.72
H 3.704988 0.243909 3.356069 0.10 -0.17 -0.25
H 1.565091 1.625469 3.601620 0.46 -0.01 0.03
H 1.541709 0.009129 4.266338 -0.84 -0.15 -0.06
H 0.415252 1.126501 1.900687 -0.64 -0.01 -0.29
H 2.375222 1.035561 0.932992 0.07 -0.22 -0.21
C -0.008579 3.543517 -0.314147 -0.34 2.08 1.06
C 0.596405 4.879724 0.179993 0.45 0.53 -2.51
O -0.448538 5.841974 0.520795 1.05 -1.71 0.30
O -0.645408 3.034653 0.889763 -0.21 -1.39 -0.90
H 0.671976 2.880263 -0.845860 0.46 -0.34 1.06
H -0.727433 3.761337 -1.108515 -0.48 0.22 0.36
H 1.136368 5.252691 -0.695638 -0.01 0.35 -0.08
H 1.386546 4.809647 0.926891 -0.44 -0.46 0.46
H -0.027316 6.382727 1.197995 -0.38 0.35 0.01
H -1.009056 3.837664 1.290365 -0.09 0.06 0.15
C -2.384928 -3.895544 -0.559211 2.08 -0.87 -0.79
C -1.696993 -3.554669 -1.903261 -2.34 1.91 -1.40
O -0.282552 -3.508071 -1.917495 0.99 -1.13 -0.17
O -1.750886 -3.024218 0.443676 -0.68 -0.02 1.11
H -2.035604 -4.880609 -0.240039 -0.23 -0.25 -0.32
H -3.471828 -3.943417 -0.561780 0.03 0.72 -0.22
H -1.915367 -2.516428 -2.184276 -0.88 0.04 0.51
H -2.060210 -4.095647 -2.777976 0.02 -0.73 0.50
H -0.150262 -3.170808 -1.015604 1.11 0.59 -0.20
H -1.759144 -3.637257 1.189970 0.33 0.09 0.20
C -3.770778 1.405356 1.294256 -0.10 -0.28 -1.13
C -4.532844 0.490502 2.229507 1.48 1.54 0.51
O -3.793156 -0.777845 2.300188 1.02 -0.93 0.10
O -2.420205 1.024511 1.324223 1.54 -2.16 0.89
H -3.796564 2.445058 1.617563 -0.67 0.00 -0.13
H -4.116100 1.252411 0.270511 -0.22 0.44 -0.02
H -5.558803 0.359208 1.894336 0.07 -0.37 0.26
H -4.408476 0.978626 3.196842 -0.70 -0.50 0.30
H -4.335943 -1.309090 2.897298 0.25 -0.48 0.07
H -1.841334 1.669799 0.873741 0.43 0.47 0.21
C 3.675776 -1.659206 -2.511275 -0.05 0.10 -1.41
C 3.667284 -1.742532 -4.044759 3.21 2.20 2.04
O 2.523796 -1.031363 -4.507328 -2.72 -2.76 -0.62
O 2.661962 -2.548652 -2.117769 -1.08 -0.53 0.11
H 3.406593 -0.627616 -2.270647 -0.03 0.04 0.32
H 4.637266 -1.869381 -2.043978 0.02 -0.31 -0.24
H 3.928698 -2.713129 -4.461039 -1.06 -0.08 -0.32
H 4.521219 -1.091105 -4.258496 0.07 -0.18 -0.69
H 2.526348 -0.129004 -4.160026 -0.16 0.13 0.17
H 2.813689 -2.789709 -1.196672 -0.46 -0.34 0.02
```
Forces are in eV/Å.

Computed properties:
HOMO level: -16.776 eV
LUMO energy: -0.470 Ha
Multiplicity: 1
Max |F|: 4.613 eV Å⁻¹
Net charge: +3
E: -39728.1695 eV
Energy above the lowest of the compared OMol25 structures with the same formula, charge and spin: 0.8406 eV

C10H30Cl3NO10 | ωB97M-V/def2-TZVPD

XYZ file:
```
54
Properties=species:S:1:pos:R:3:forces:R:3
C -1.691997 2.676124 -4.453111 -0.37 -0.82 1.20
C -0.495127 2.746244 -5.365961 -0.76 2.10 -1.43
C 0.353343 3.997064 -4.939701 0.01 0.18 -1.19
C 1.197943 3.794694 -3.800901 2.73 -2.81 1.56
C 2.221933 2.637154 -4.128761 -0.83 0.41 0.10
C 1.590343 1.215664 -4.461601 1.13 1.45 -0.23
N 0.316363 1.433144 -5.361981 -1.98 -6.87 -1.89
O -0.148307 0.238164 -5.899191 2.55 8.53 3.07
C 1.023613 0.594104 -3.223181 -1.11 -0.37 1.16
C 2.649483 0.334384 -5.213351 -1.11 0.73 0.14
C -1.015807 3.090864 -6.793501 0.88 -1.39 -0.72
H -2.476847 1.990884 -4.773331 0.23 -0.14 -0.04
H -2.126397 3.673784 -4.389221 0.12 -0.04 -0.20
H -1.351707 2.417504 -3.450401 -0.36 -0.08 0.12
H -0.175387 4.861884 -4.538911 -1.40 -0.15 -1.28
H 0.993153 4.315744 -5.762611 -0.30 0.08 -0.33
H 0.574833 3.528334 -2.947151 0.30 0.05 0.38
H 1.803723 4.666944 -3.555331 -0.25 0.08 0.06
H 2.936693 2.608634 -3.306331 -0.14 -0.82 0.11
H 2.832013 2.965634 -4.970191 -0.12 -0.03 -0.30
H 0.435653 -0.307766 -3.393571 0.69 -0.42 -0.25
H 0.278143 1.186774 -2.692991 0.22 0.60 -0.09
H 1.840613 0.467764 -2.512801 0.01 -0.34 -0.12
H 2.337073 -0.706166 -5.301461 -0.27 0.26 -0.50
H 3.630433 0.278314 -4.741451 -0.26 0.55 0.53
H 2.778553 0.904494 -6.133361 0.22 -0.77 -0.46
H -1.609787 3.996464 -6.916671 0.20 0.10 0.88
H -1.616317 2.290434 -7.225721 0.06 -0.16 0.15
H -0.123497 3.208024 -7.408461 -0.13 0.05 -0.32
Cl -1.504777 -0.414396 4.730029 -4.64 2.03 2.12
O -2.182437 0.142194 3.607609 -0.03 -0.26 -2.61
O -2.580417 -1.174256 5.452109 2.47 -0.60 -0.70
O -0.337337 -1.132836 4.352139 0.50 -0.86 0.24
O -1.240727 0.743584 5.551189 1.70 -0.32 0.87
O -0.397547 -4.531116 9.257219 0.21 -0.25 0.05
H -1.092897 -4.250066 8.662469 -0.16 0.13 -0.26
H -0.537477 -4.014846 10.051019 -0.02 0.14 0.18
O 4.347293 -4.671636 8.362889 0.28 -0.14 0.01
H 3.560773 -4.744596 8.903529 -0.25 -0.04 0.13
H 4.149863 -3.966996 7.745859 -0.07 0.18 -0.16
O 0.125573 4.791324 10.433569 0.19 0.06 0.17
H -0.092627 4.151234 9.756149 -0.03 -0.23 -0.20
H -0.586947 5.429574 10.399089 -0.17 0.15 0.01
O -7.669337 1.620934 4.689599 -0.25 0.07 0.13
H -7.689607 2.091994 3.856579 0.01 0.12 -0.17
H -7.019367 0.930474 4.559089 0.27 -0.20 0.05
O -4.010607 -6.382106 2.008339 -0.04 -0.14 -0.26
H -4.314827 -6.748176 2.838799 -0.09 -0.09 0.20
H -3.467667 -5.635016 2.259939 0.14 0.25 0.07
C 3.009363 -7.372326 2.148799 1.77 -0.03 -0.39
Cl 3.376733 -6.948896 0.383409 -0.69 0.04 1.50
Cl 3.305253 -9.130016 2.326179 -0.75 0.52 0.15
H 3.795853 -6.933856 2.763029 0.07 0.14 -0.46
H 2.091153 -6.955466 2.562589 -0.41 -0.67 -0.80
```
Forces are in eV/Å.

Computed properties:
HOMO level: -6.955 eV
LUMO energy: -0.223 Ha
Multiplicity: 1
Max |F|: 9.418 eV Å⁻¹
E: -70373.4227 eV

LUMO energy of number 2 (C10H30Cl3NO10)? -0.223 Ha